(1)
{"formula": "C15H32NOPPdSSi", "method": "ωB97M-V/def2-TZVPD", "charge": 0, "max_force_ev_per_a": 2.46, "spin_multiplicity": 5, "gap_ev": [4.840, 6.553], "e_lumo_ev": [0.6196, -1.0470], "species": ["Pd", "Si", "P", "N", "H", "C", "H", "H", "H", "C", "H", "H", "H", "C", "H", "H", "H", "C", "H", "H", "H", "H", "H", "C", "C", "C", "C", "C", "C", "H", "H", "H", "H", "H", "C", "O", "C", "H", "H", "H", "C", "H", "H", "H", "C", "S", "C", "H", "H", "H", "H", "H", "H"], "coordinates": [[0.3953, -0.5928, 1.1309], [2.0840, 0.6763, 1.7882], [0.2247, 1.0871, -2.1833], [-0.0189, -2.0544, -0.1549], [-1.0878, 1.4586, -1.6011], [-0.3184, 0.9971, -3.9090], [0.4186, 1.4286, -4.5973], [-1.2820, 1.5136, -4.0061], [-0.4836, -0.0611, -4.1553], [1.1647, 2.6223, -1.9405], [1.4475, 3.0383, -2.9129], [2.0692, 2.4105, -1.3535], [0.5523, 3.3448, -1.3876], [1.5601, -0.1540, -2.1385], [2.1951, 0.0273, -3.0259], [1.1773, -1.1814, -2.1549], [2.1831, -0.0476, -1.2402], [1.6667, 2.5054, 2.0756], [0.7413, 2.5487, 2.6693], [1.5082, 3.0717, 1.1481], [2.5006, 2.9396, 2.6483], [2.3948, 0.0668, 3.1118], [3.2726, 0.6854, 0.8614], [0.7041, -3.1492, -0.2446], [0.9444, -5.4527, -1.0823], [0.1850, -4.3088, -0.9710], [2.0253, -3.2685, 0.3218], [2.7651, -4.4266, 0.1894], [2.2202, -5.5321, -0.4922], [0.5802, -6.3367, -1.6220], [-0.8340, -4.2438, -1.3680], [2.3727, -2.4002, 0.8991], [3.7547, -4.4589, 0.6305], [2.7985, -6.4458, -0.5490], [-2.0167, 2.7904, 0.3288], [-1.0619, 2.0939, 0.7225], [-3.3338, 2.1697, -0.0356], [-3.9745, 2.8669, -0.5815], [-3.8668, 1.9140, 0.8886], [-3.1714, 1.2702, -0.6366], [-2.0013, 4.2876, 0.2606], [-2.4760, 4.6162, -0.6783], [-0.9881, 4.6900, 0.3524], [-2.6178, 4.6552, 1.0994], [-2.0133, -2.1188, 2.1566], [-1.9813, -0.4160, 1.5957], [-1.6163, 0.4193, 3.1401], [-1.6973, -2.7191, 1.2924], [-3.0427, -2.3400, 2.4476], [-1.3161, -2.2595, 2.9904], [-2.4457, 0.2008, 3.8153], [-0.6514, 0.0833, 3.5499], [-1.6094, 1.4881, 2.9074]], "forces_ev_per_a": [[-0.2, -0.2, -1.2], [0.8, 1.4, 0.5], [-0.5, -0.1, 1.4], [-0.6, -1.0, -0.5], [-0.4, 0.7, -0.4], [-0.3, -0.3, -0.2], [-0.2, -0.1, 0.1], [0.3, 0.0, 0.0], [0.1, 0.2, -0.1], [0.0, 0.1, 0.2], [0.0, 0.1, 0.2], [-0.2, 0.0, -0.2], [0.1, -0.1, -0.2], [1.2, -0.4, -0.8], [0.1, -0.3, 0.2], [0.0, 0.4, -0.1], [-0.3, 0.1, -0.2], [0.0, -0.2, 0.3], [0.3, 0.2, -0.2], [0.1, -0.2, 0.3], [-0.3, 0.1, -0.1], [0.5, 0.1, 0.1], [-0.1, -0.3, 0.2], [0.4, -1.0, -0.5], [0.2, -0.3, 0.1], [0.1, 0.6, 0.4], [-0.4, 0.2, 0.1], [-0.5, 0.1, -0.1], [0.1, 0.5, 0.1], [0.0, 0.5, 0.3], [0.5, 0.0, 0.0], [0.1, -0.4, -0.3], [-0.1, -0.2, 0.0], [-0.1, 0.0, -0.1], [1.4, -1.3, 0.1], [-1.6, 1.8, -0.4], [-0.4, -0.2, -0.1], [0.1, -0.1, 0.0], [0.1, -0.2, -0.1], [-0.1, 0.1, 0.3], [0.2, 0.3, 0.0], [0.2, 0.0, 0.4], [-0.2, -0.1, 0.0], [0.1, 0.0, -0.3], [-0.4, -0.2, 0.1], [0.2, 0.0, -0.1], [-0.5, 0.1, 0.4], [-0.2, 0.1, 0.4], [0.2, -0.4, 0.1], [-0.2, -0.1, -0.2], [0.2, 0.1, 0.3], [-0.4, 0.2, -0.1], [0.2, -0.3, 0.2]]}

(2)
{"formula": "C23H27BrN4O11P2S5Ti", "method": "ωB97M-V/def2-TZVPD", "charge": -2, "max_force_ev_per_a": 2.19, "spin_multiplicity": 3, "gap_ev": [4.621, 6.464], "e_lumo_ev": [4.0206, 4.0203], "species": ["Ti", "O", "C", "C", "C", "C", "C", "C", "C", "O", "N", "N", "C", "C", "Br", "C", "C", "C", "C", "C", "C", "C", "H", "H", "H", "H", "H", "H", "H", "H", "H", "H", "H", "H", "H", "H", "C", "C", "O", "P", "O", "O", "O", "P", "O", "O", "O", "H", "H", "H", "H", "H", "H", "H", "N", "N", "C", "O", "O", "H", "H", "H", "C", "S", "C", "C", "S", "S", "C", "S", "S", "H", "H", "H"], "coordinates": [[0.0608, 1.0347, 0.0671], [3.3468, 0.0019, 1.4151], [3.1993, -1.1296, 2.1368], [4.3300, -1.7417, 2.6686], [4.2086, -2.9000, 3.4146], [2.9611, -3.4592, 3.6418], [1.8334, -2.8474, 3.1159], [1.9297, -1.6891, 2.3571], [0.6651, -1.0874, 1.7427], [0.6786, 0.2891, 1.6310], [0.4224, -1.6713, 0.3924], [0.7783, -0.7622, -0.6198], [0.7234, -1.2213, -1.8628], [1.1230, -0.4986, -2.9860], [2.1712, 1.0880, -2.5630], [0.9594, -0.7685, -4.3335], [0.0957, -1.7380, -4.9299], [0.3285, -2.1370, -6.2680], [-0.4198, -3.1259, -6.8710], [-1.4710, -3.7385, -6.1924], [-1.7646, -3.3105, -4.9004], [-1.0060, -2.3386, -4.2781], [2.4347, 0.3619, 1.3405], [5.2907, -1.2714, 2.5025], [5.0960, -3.3505, 3.8411], [2.8635, -4.3569, 4.2394], [0.8484, -3.2642, 3.3004], [-0.1857, -1.4228, 2.3568], [0.8658, -2.5761, 0.2793], [0.4147, -2.2540, -2.0211], [1.5600, -0.1848, -5.0210], [1.1382, -1.6679, -6.8161], [-0.1983, -3.4258, -7.8900], [-2.0553, -4.5174, -6.6667], [-2.6035, -3.7456, -4.3683], [-1.2883, -1.9901, -3.2942], [-3.4870, 2.8485, 0.2520], [-3.3462, 1.8707, -0.8965], [-4.5884, 1.8081, -1.5886], [-2.9533, 0.1650, -0.3175], [-4.1873, -0.3870, 0.5492], [-3.0240, -0.7635, -1.5831], [-1.7186, -0.0038, 0.5099], [-2.0042, 1.9848, -2.2204], [-1.7955, 3.4810, -2.6479], [-2.6591, 1.2233, -3.3376], [-0.7424, 1.3032, -1.7038], [-4.4381, 2.6373, 0.7460], [-3.4980, 3.8704, -0.1262], [-2.6753, 2.7589, 0.9652], [-4.3690, 1.5910, -2.5137], [-3.9052, -0.4342, 1.4739], [-2.8525, -0.2427, -2.4231], [-1.3034, 4.0601, -1.9895], [1.8414, 2.3604, 0.4205], [1.4371, 3.4896, -0.3332], [0.0722, 3.7460, -0.2924], [-0.3475, 4.7679, -0.8658], [-0.6431, 2.8572, 0.2777], [1.8529, 2.6288, 1.4516], [2.7706, 2.0780, 0.1308], [2.0324, 4.3030, -0.3168], [-1.9001, 0.7481, 4.3192], [-1.1130, 2.0335, 5.3422], [0.5696, 1.5938, 5.1614], [1.4651, 2.2167, 4.3468], [1.1956, 3.5317, 3.3043], [3.1188, 1.5806, 4.5143], [2.8340, 0.4044, 5.7584], [4.0175, -0.5053, 6.4703], [1.1671, 0.2936, 6.1928], [-2.9778, 0.8437, 4.4581], [-1.5625, -0.2261, 4.6679], [-1.6175, 0.8997, 3.2829]], "forces_ev_per_a": [[0.3, 0.6, -0.2], [-0.2, 0.1, 0.0], [-0.1, -0.3, 0.1], [0.0, 0.2, -0.1], [0.0, 0.0, 0.0], [0.0, -0.2, 0.1], [0.0, 0.2, 0.0], [-0.1, 0.3, 0.0], [0.1, -0.7, -0.1], [0.9, -1.1, 1.7], [-0.3, -0.4, 0.0], [0.4, -1.0, -0.5], [0.3, -0.2, 0.1], [0.3, 0.0, 0.2], [0.0, -0.2, -0.5], [0.1, 0.2, 0.0], [-0.1, -0.1, 0.0], [0.0, -0.1, 0.1], [-0.1, 0.0, -0.1], [0.0, 0.0, 0.0], [0.0, -0.1, 0.0], [0.0, 0.1, 0.0], [0.1, 0.0, -0.1], [0.0, 0.0, 0.0], [0.0, 0.0, 0.0], [0.0, 0.0, 0.0], [0.0, 0.0, 0.0], [0.0, 0.2, 0.0], [0.3, 0.1, 0.0], [-0.1, 0.1, 0.0], [0.1, -0.1, 0.0], [0.0, 0.0, 0.0], [0.0, 0.0, 0.0], [0.0, 0.0, 0.0], [0.0, 0.0, 0.0], [0.0, -0.1, 0.0], [0.0, -0.1, 0.0], [0.5, -0.6, -0.3], [-0.2, 0.1, 0.0], [-0.5, -0.9, 0.3], [0.0, 0.2, 0.2], [-0.1, 0.2, -0.1], [-0.7, 0.6, 0.1], [0.0, 0.2, -0.5], [0.0, 0.0, 0.3], [-0.2, 0.0, 0.0], [-0.9, 0.4, -0.9], [0.0, 0.0, 0.0], [0.0, 0.0, 0.0], [0.0, 0.0, 0.0], [0.0, -0.1, 0.0], [-0.1, 0.0, -0.1], [0.0, 0.0, 0.0], [0.0, -0.1, 0.0], [0.1, 0.6, 0.7], [0.0, 0.0, 0.1], [0.3, 0.6, 0.0], [0.0, -0.1, 0.1], [-0.4, 1.4, 0.3], [0.0, -0.3, -0.8], [0.0, -0.1, -0.2], [0.0, 0.1, 0.0], [0.2, 0.2, 0.2], [0.0, -0.1, 0.0], [0.0, -0.2, 0.2], [0.1, -0.1, 0.3], [0.2, 0.3, -0.1], [-0.4, -0.1, 0.3], [-0.2, 0.0, -0.1], [0.1, -0.1, 0.0], [0.3, 0.4, -0.3], [0.0, 0.0, -0.1], [-0.1, -0.1, -0.1], [0.0, -0.1, -0.2]]}

(3)
{"formula": "C16H32N2O3SSi", "method": "ωB97M-V/def2-TZVPD", "charge": 0, "max_force_ev_per_a": 0.36, "spin_multiplicity": 1, "gap_ev": 8.570, "e_lumo_ev": -0.4609, "species": ["C", "C", "C", "C", "C", "C", "C", "N", "S", "N", "C", "C", "C", "Si", "C", "C", "C", "H", "H", "H", "H", "H", "H", "H", "H", "H", "H", "H", "H", "H", "H", "H", "H", "H", "H", "H", "H", "C", "O", "H", "H", "H", "H", "C", "O", "H", "H", "H", "H", "C", "O", "H", "H", "H", "H"], "coordinates": [[-2.8625, -0.9855, -1.9106], [-1.6466, -1.1086, -2.8532], [-1.6110, -2.4503, -3.5936], [-0.3107, -0.7345, -2.1927], [0.0549, -1.3501, -0.8650], [-0.5277, -2.4871, -0.4130], [-0.1830, -2.9949, 0.8633], [-0.7069, -4.0676, 1.4649], [-0.0419, -4.1330, 2.9244], [0.9411, -2.8668, 2.8698], [0.7663, -2.3066, 1.6709], [1.3869, -1.1357, 1.1678], [1.0574, -0.6640, -0.0645], [1.9222, 0.9213, -0.6354], [3.3407, 1.2787, 0.5353], [0.7439, 2.3886, -0.6006], [2.6747, 0.6760, -2.3509], [-3.6200, -0.3219, -2.3203], [-3.3233, -1.9592, -1.7393], [-2.5720, -0.6143, -0.9269], [-1.7873, -0.3578, -3.6348], [-1.6498, -3.3071, -2.9250], [-0.7029, -2.5255, -4.1947], [-2.4528, -2.5111, -4.2840], [0.4884, -0.9800, -2.9003], [-0.2865, 0.3533, -2.0901], [-1.2834, -3.0005, -0.9860], [2.1125, -0.6364, 1.7952], [4.0055, 2.0377, 0.1252], [3.9349, 0.3785, 0.7058], [2.9773, 1.6116, 1.5099], [-0.3077, 2.1064, -0.6138], [0.9233, 2.9833, 0.2956], [0.9419, 3.0340, -1.4582], [2.7156, -0.3830, -2.6083], [2.1139, 1.1971, -3.1262], [3.6958, 1.0562, -2.3334], [-2.5124, -0.6907, 2.5766], [-3.1738, -1.8627, 2.1138], [-3.2450, -0.0759, 3.0945], [-1.7073, -0.9391, 3.2746], [-2.0966, -0.1142, 1.7433], [-2.5157, -2.3948, 1.6561], [6.3562, 3.3353, 1.6312], [6.4458, 2.8123, 0.3106], [5.3638, 3.0911, 2.0023], [7.0977, 2.8826, 2.2943], [6.4777, 4.4215, 1.6436], [7.3194, 3.0153, -0.0331], [-6.0775, 1.8071, 2.4393], [-4.8233, 2.0278, 1.8057], [-6.3051, 2.7012, 3.0145], [-6.8757, 1.6482, 1.7096], [-6.0406, 0.9524, 3.1201], [-4.6086, 1.2417, 1.2954]], "forces_ev_per_a": [[0.2, -0.2, 0.1], [-0.2, 0.0, -0.1], [0.1, 0.2, -0.1], [0.0, -0.2, -0.2], [0.1, 0.3, 0.1], [-0.2, -0.2, -0.1], [0.1, 0.1, 0.1], [-0.2, 0.0, 0.1], [0.1, -0.1, 0.0], [0.0, -0.1, 0.1], [-0.1, -0.1, -0.1], [0.2, 0.0, 0.2], [-0.1, 0.2, -0.1], [0.2, 0.1, -0.1], [-0.2, -0.3, 0.2], [0.1, 0.0, -0.1], [-0.2, -0.1, 0.2], [-0.1, 0.0, 0.0], [-0.1, 0.0, 0.0], [0.0, 0.1, 0.0], [0.1, 0.0, 0.0], [0.0, -0.1, 0.0], [0.0, -0.1, 0.0], [-0.1, -0.1, 0.1], [0.0, 0.1, 0.0], [0.0, 0.0, 0.1], [0.0, -0.1, 0.0], [0.0, 0.0, 0.0], [0.0, 0.1, 0.0], [0.1, 0.0, -0.1], [0.0, 0.1, 0.0], [0.0, 0.0, 0.0], [-0.1, 0.0, 0.1], [-0.1, 0.0, 0.0], [0.1, 0.0, -0.1], [0.0, 0.0, -0.1], [0.0, 0.1, -0.1], [0.0, -0.2, -0.1], [0.0, 0.2, 0.0], [0.0, 0.0, 0.0], [0.0, 0.1, 0.0], [0.0, 0.1, 0.0], [-0.1, -0.2, 0.0], [0.0, 0.0, -0.1], [0.0, 0.0, 0.1], [0.0, 0.0, 0.0], [0.0, 0.0, 0.0], [0.0, 0.0, 0.0], [0.0, 0.0, 0.0], [0.1, 0.0, -0.1], [-0.1, 0.0, 0.0], [0.0, 0.0, 0.0], [0.0, 0.0, 0.0], [0.0, 0.0, 0.0], [0.0, 0.0, 0.0]]}

(4)
{"formula": "C5H12O2", "method": "ωB97M-V/def2-TZVPD", "smiles": "CC/C=C\\O.CO", "charge": 0, "max_force_ev_per_a": 0.62, "spin_multiplicity": 1, "gap_ev": 9.041, "de_lowest_kj_mol": 226.3, "e_lumo_ev": 0.6466, "species": ["C", "C", "C", "O", "C", "C", "O", "H", "H", "H", "H", "H", "H", "H", "H", "H", "H", "H", "H"], "coordinates": [[2.2689, 0.0353, 1.1544], [0.8753, 0.6380, 1.3348], [0.0935, 1.0039, 0.1065], [-0.0693, -1.4028, -0.9004], [-1.2292, 0.9669, 0.0108], [-0.9855, -1.1138, -1.9409], [-2.0006, 0.2334, 0.8996], [2.2378, -1.0141, 0.8476], [2.8479, 0.5869, 0.4048], [2.8180, 0.0992, 2.1019], [0.2693, 0.0234, 2.0107], [0.9928, 1.6068, 1.8370], [0.6452, 1.4426, -0.7217], [-0.5363, -1.4249, -0.0530], [-1.7624, 1.4860, -0.7806], [-1.5223, -2.0206, -2.2222], [-1.7504, -0.3404, -1.7582], [-0.3925, -0.7406, -2.7792], [-2.8002, -0.0653, 0.4482]], "forces_ev_per_a": [[0.0, 0.0, -0.1], [0.0, 0.1, 0.1], [-0.2, 0.5, 0.2], [-0.3, -0.4, 0.0], [0.3, 0.4, 0.0], [0.0, -0.3, -0.4], [-0.1, 0.1, 0.0], [-0.1, 0.2, 0.0], [-0.1, -0.1, 0.1], [-0.1, -0.1, -0.2], [0.1, 0.1, -0.1], [0.1, -0.1, 0.2], [-0.1, 0.3, 0.2], [0.0, 0.0, -0.2], [0.0, -0.2, 0.1], [0.0, -0.1, -0.2], [0.4, -0.3, 0.3], [-0.1, -0.2, 0.0], [0.1, 0.2, 0.1]]}

(5)
{"formula": "C15H14BrF3N2O14P2SYb", "method": "ωB97M-V/def2-TZVPD", "charge": -1, "max_force_ev_per_a": 0.93, "spin_multiplicity": 2, "gap_ev": [9.353, 9.356], "de_lowest_kj_mol": 32.8, "e_lumo_ev": [2.4932, 2.4931], "species": ["Yb", "Br", "C", "C", "C", "C", "C", "N", "C", "O", "O", "H", "H", "H", "C", "C", "O", "P", "O", "O", "O", "P", "O", "O", "O", "H", "H", "H", "H", "H", "H", "H", "O", "C", "O", "C", "C", "C", "C", "C", "N", "H", "H", "H", "H", "F", "C", "F", "F", "S", "O", "O", "O"], "coordinates": [[0.5786, 0.5801, 0.5149], [4.0244, 0.0737, -0.7962], [3.6776, -0.5811, 0.9440], [4.4649, -1.5839, 1.4767], [4.1729, -1.9974, 2.7687], [3.1519, -1.3898, 3.4782], [2.4139, -0.4024, 2.8505], [2.6726, -0.0192, 1.5943], [1.2317, 0.2964, 3.5261], [1.1172, 0.1808, 4.7339], [0.4822, 0.9379, 2.7100], [5.2588, -2.0260, 0.8948], [4.7525, -2.7937, 3.2194], [2.8986, -1.6600, 4.4926], [-1.8807, -1.8644, -2.5193], [-0.3809, -1.6474, -2.6811], [0.0277, -2.3437, -3.8806], [0.5937, -2.4586, -1.3109], [-0.3002, -3.6414, -0.7656], [1.7370, -3.2047, -2.1054], [1.1739, -1.5957, -0.2487], [0.1102, 0.1399, -2.9454], [-1.2977, 0.8965, -3.1664], [0.8840, 0.1276, -4.2193], [0.7286, 0.6565, -1.6781], [-2.0887, -2.9342, -2.5002], [-2.3823, -1.4226, -3.3787], [-2.2734, -1.4117, -1.6122], [0.5024, -1.6555, -4.3991], [-0.9934, -3.4035, -0.1132], [1.4343, -3.2821, -3.0321], [-1.2643, 1.4064, -3.9834], [1.4866, 4.7566, 0.1134], [0.9711, 3.6523, 0.1907], [1.5218, 2.5390, 0.4777], [-0.5264, 3.5446, -0.1071], [-1.2592, 4.6694, -0.4541], [-2.6006, 4.5234, -0.7554], [-3.1688, 3.2590, -0.7064], [-2.3700, 2.1890, -0.3472], [-1.0785, 2.3286, -0.0496], [-0.7436, 5.6185, -0.4783], [-3.1999, 5.3833, -1.0289], [-4.2115, 3.0958, -0.9414], [-2.7635, 1.1824, -0.2963], [-3.9601, -0.7823, 2.0760], [-2.7374, -0.6758, 2.6069], [-2.4600, 0.6110, 2.7437], [-2.7389, -1.2598, 3.8031], [-1.5197, -1.5445, 1.5248], [-2.2209, -2.7470, 1.1286], [-0.2981, -1.7104, 2.2562], [-1.3506, -0.6096, 0.3751]], "forces_ev_per_a": [[0.8, 0.3, 0.1], [0.0, -0.1, 0.1], [0.1, 0.1, 0.0], [0.0, 0.0, 0.1], [0.1, 0.0, 0.0], [0.0, 0.1, 0.0], [0.1, 0.0, 0.0], [0.0, -0.4, -0.2], [-0.1, 0.1, 0.0], [0.0, 0.0, 0.0], [0.0, -0.1, -0.1], [0.0, 0.0, 0.0], [0.0, 0.0, 0.0], [0.0, 0.0, 0.0], [0.0, 0.0, 0.0], [0.0, -0.1, -0.1], [0.0, 0.0, 0.0], [0.2, 0.1, -0.1], [0.0, 0.0, 0.0], [-0.1, -0.1, 0.0], [-0.2, 0.0, 0.1], [0.3, -0.3, 0.0], [-0.1, 0.1, 0.1], [0.0, 0.0, 0.0], [-0.3, 0.2, -0.4], [0.0, 0.0, 0.0], [0.0, 0.0, 0.0], [0.0, 0.0, 0.0], [0.0, 0.0, 0.0], [0.0, 0.0, 0.0], [0.0, 0.0, 0.0], [0.0, -0.1, -0.1], [0.0, 0.0, 0.0], [0.0, 0.0, -0.1], [0.0, 0.3, -0.1], [-0.1, 0.0, -0.1], [0.0, 0.0, 0.0], [0.0, 0.0, 0.0], [0.0, 0.0, 0.0], [0.0, 0.0, 0.0], [0.1, 0.0, 0.2], [0.0, 0.0, 0.0], [0.0, 0.0, 0.0], [0.0, 0.0, 0.0], [0.0, 0.0, 0.0], [-0.1, 0.0, 0.0], [0.1, -0.1, 0.1], [0.1, 0.0, 0.0], [-0.1, 0.0, 0.0], [-0.1, -0.1, -0.5], [0.1, 0.0, -0.1], [-0.2, 0.0, 0.2], [-0.7, -0.1, 0.7]]}